Entry 1:
The following is a DFT calculation (ωB97M-V with the def2-TZVPD basis set) of 15 unconnected molecules or ions with the total composition C60H105N15 in a non-equilibrium geometry.

```
! wB97M-V def2-TZVPD RIJCOSX def2/J DEFGRID3
* xyz 0 1
N -13.84 22.88 -7.23
N -13.45 31.31 -5.07
N -18.66 18.19 -4.79
N -12.63 26.39 -14.50
N -7.57 17.53 1.77
N -9.70 27.75 -8.09
N -14.76 31.34 -12.82
N -9.04 18.29 -6.00
N -21.55 23.70 -10.90
N -21.93 30.06 -8.83
N -17.24 26.30 -12.43
N -10.94 28.62 0.06
N -14.57 18.10 -15.13
N -20.25 22.77 2.39
N -11.34 21.98 4.89
C -12.47 25.69 -13.61
C -13.59 32.45 -5.13
C -17.66 18.66 -5.11
C -9.44 27.97 -6.99
C -18.38 27.16 -14.68
C -11.27 31.23 0.07
C -14.80 25.32 -4.86
C -9.15 28.23 -5.57
C -20.27 23.49 -8.63
C -12.15 31.90 -10.61
C -20.31 22.09 -1.18
C -12.27 24.74 -12.52
C -19.05 24.87 -15.81
C -14.12 23.88 -6.84
C -19.50 26.32 -15.27
C -15.30 18.95 -14.91
C -20.77 23.30 1.51
C -15.34 19.41 -3.14
C -13.73 33.89 -5.15
C -12.54 34.66 -4.52
C -8.94 20.66 0.98
C -10.95 23.84 -12.57
C -7.59 18.70 1.67
C -11.16 34.52 -5.21
C -17.77 26.66 -13.41
C -16.41 19.23 -5.48
C -8.77 19.39 -6.27
C -9.19 20.21 -0.47
C -15.25 18.86 -4.56
C -20.94 30.47 -9.19
C -8.80 31.67 -0.40
C -20.97 23.63 -9.92
C -6.31 20.22 -7.94
C -18.76 30.42 -7.24
C -18.78 31.46 -8.42
C -20.24 24.72 -7.68
C -12.82 30.69 -11.25
C -13.61 24.79 -4.02
C -15.56 20.27 -12.10
C -19.60 30.97 -9.59
C -21.60 22.90 -0.83
C -7.63 20.15 1.50
C -14.55 25.18 -6.39
C -12.61 23.94 3.66
C -11.67 33.00 -11.61
C -11.08 29.74 0.07
C -16.69 20.04 -13.13
C -21.41 23.89 0.34
C -10.70 23.14 -13.90
C -7.50 26.18 -5.31
C -21.59 25.33 -7.28
C -7.70 20.87 -7.96
C -13.86 31.06 -12.12
C -16.27 20.05 -14.61
C -9.99 31.87 0.59
C -14.56 22.67 2.65
C -13.37 23.56 2.40
C -11.93 22.80 4.32
C -7.78 27.68 -5.05
C -8.53 20.77 -6.62
H -18.64 24.22 -15.03
H -10.15 32.93 0.80
H -13.19 24.16 -12.53
H -9.47 21.33 -6.71
H -13.32 23.75 -4.16
H -15.03 17.79 -4.61
H -11.23 34.77 -6.27
H -18.33 30.75 -6.29
H -20.75 22.67 -8.08
H -22.10 25.78 -8.13
H -16.41 20.32 -5.57
H -8.59 30.62 -0.60
H -19.24 23.16 -8.75
H -8.93 32.29 -1.30
H -9.98 27.85 -4.97
H -11.55 31.51 -0.95
H -12.13 30.13 -11.88
H -9.10 19.12 -0.51
H -15.79 19.78 -11.15
H -15.65 24.72 -4.53
H -6.38 19.17 -7.66
H -19.13 30.11 -10.07
H -14.33 21.70 3.10
H -13.82 24.94 -2.96
H -8.99 21.75 0.96
H -6.80 20.36 0.83
H -8.36 25.57 -5.05
H -10.75 33.54 -4.97
H -15.41 25.33 -7.04
H -21.44 26.15 -6.58
H -5.87 20.35 -8.93
H -22.33 24.43 0.56
H -13.29 24.38 4.40
H -10.90 33.65 -11.20
H -14.30 19.14 -5.01
H -12.26 25.20 -11.53
H -15.08 26.35 -4.65
H -19.15 32.42 -8.06
H -19.76 31.80 -10.28
H -17.14 19.07 -12.89
H -21.96 23.53 -1.64
H -20.32 26.35 -14.56
H -13.92 34.22 -6.17
H -10.11 24.44 -12.22
H -12.68 25.33 -4.18
H -12.07 31.43 0.79
H -9.67 31.32 1.47
H -10.19 20.51 -0.78
H -12.68 23.20 1.64
H -12.40 33.75 -11.92
H -7.57 21.93 -8.14
H -9.16 29.31 -5.43
H -9.92 22.39 -13.73
H -17.12 20.06 -15.29
H -10.50 35.27 -4.77
H -12.77 35.73 -4.48
H -19.89 26.81 -16.16
H -8.46 20.65 -1.14
H -7.63 27.89 -3.99
H -20.44 21.50 -2.08
H -19.46 22.75 -1.37
H -17.49 20.76 -12.97
H -11.33 31.55 -9.97
H -20.02 21.37 -0.42
H -12.83 32.43 -9.95
H -7.12 26.01 -6.32
H -6.94 28.26 -5.44
H -10.40 23.83 -14.70
H -16.05 18.82 -2.56
H -19.66 24.39 -6.82
H -20.78 24.69 -0.05
H -18.65 28.20 -14.51
H -6.68 25.84 -4.67
H -15.28 23.27 3.21
H -12.48 34.41 -3.46
H -17.58 27.26 -15.41
H -22.38 22.16 -0.65
H -18.28 24.90 -16.58
H -13.82 25.93 -6.74
H -19.85 24.33 -16.30
H -11.00 23.17 -11.71
H -14.68 34.10 -4.66
H -14.68 19.71 -12.41
H -15.36 21.32 -11.92
H -15.74 20.99 -14.75
H -11.39 32.58 -12.58
H -14.93 22.45 1.65
H -15.52 20.48 -3.04
H -7.43 20.63 2.46
H -22.42 24.74 -6.90
H -13.70 24.50 1.94
H -14.34 19.29 -2.74
H -16.28 18.84 -6.48
H -18.21 29.52 -7.52
H -7.89 32.09 0.03
H -11.66 22.74 -14.23
H -5.70 20.63 -7.13
H -19.62 25.47 -8.16
H -13.17 29.91 -10.57
H -9.71 20.33 1.67
H -19.74 30.02 -6.97
H -8.35 20.43 -8.72
H -7.97 21.16 -5.77
H -17.79 31.66 -8.84
H -11.84 24.71 3.56
*
```

Gap between HOMO and LUMO   10.8778 eV
Energy relative to the best compared isomer or geometry (same formula, charge and spin)   137.9 kcal/mol
Largest force on an atom   5.413 eV/A



Entry 2:
The following is a DFT calculation (ωB97M-V with the def2-TZVPD basis set) of a gas-phase ion, C5H13N2 (charge +1) in a non-equilibrium geometry.

```
! wB97M-V def2-TZVPD RIJCOSX def2/J DEFGRID3
* xyz 1 1
N 0.52 2.87 1.92
N 0.99 -2.13 -0.41
C -0.01 1.73 1.01
C 0.17 0.15 -0.86
C 0.83 0.94 0.27
C -1.30 -1.92 -1.29
C -0.24 -1.30 -0.46
H 0.20 3.86 1.43
H 1.52 2.79 2.02
H 0.82 -0.02 -1.70
H 0.84 -2.98 0.14
H -2.21 -1.36 -1.11
H 1.07 -2.55 -1.37
H 0.08 2.82 2.80
H -0.74 -1.08 0.44
H -0.81 0.53 -0.95
H -1.01 -1.98 -2.42
H 1.92 0.89 0.53
H -1.56 -2.94 -1.00
H -1.08 1.68 1.01
*
```

Gap between HOMO and LUMO   8.6382 eV
Energy relative to the best compared isomer or geometry (same formula, charge and spin)   77.7 kcal/mol
Largest force on an atom   4.311 eV/A
Structure (SMILES)   C[C@@H](N)C/C=C/[NH3+]



Entry 3:
The following is a DFT calculation (ωB97M-V with the def2-TZVPD basis set) of a gas-phase ion, C5H14NO3Si (charge +1) in a non-equilibrium geometry.

```
! wB97M-V def2-TZVPD RIJCOSX def2/J DEFGRID3
* xyz 1 1
Si -0.21 -0.78 1.01
O 0.33 1.16 -1.45
O -1.35 -1.45 0.13
O 0.81 -1.70 1.78
N 0.08 0.80 1.50
C 1.36 1.00 -2.49
C 0.91 -3.03 2.18
C -2.32 -1.19 -0.84
C 0.41 2.32 -0.61
C -0.35 2.01 0.66
H 1.12 1.43 -3.37
H 0.30 -3.54 1.53
H -2.13 -0.20 -1.23
H 1.42 2.58 -0.53
H -0.25 2.81 1.26
H -2.16 -2.03 -1.50
H 1.53 -0.01 -2.70
H -1.51 1.85 0.66
H -0.17 3.19 -1.17
H 0.64 1.18 2.27
H 2.32 1.44 -2.21
H -3.26 -1.48 -0.21
H 0.54 -2.90 3.22
H 1.93 -3.46 2.11
*
```

Gap between HOMO and LUMO   10.0303 eV
Energy relative to the best compared isomer or geometry (same formula, charge and spin)   50.3 kcal/mol
Largest force on an atom   4.315 eV/A
Structure (SMILES)   COCC[NH+]=[Si](OC)OC